86
Properties=species:S:1:pos:R:3:forces:R:3:lowdin_charge:R:1 method="wB97M-V/def2-TZVPD" multiplicity=3 lumo_ev="-0.38 / -2.18" total_charge=0 s_squared=2.0211 relative_energy_kcal_mol=63.8 e_tot_ha=-2885.58150 largest_force_ev_per_a=2.6 e_homo_ev="-5.955 / -7.137" homo_lumo_gap_ha="0.205 / 0.182"
Pt 0.8040 -1.5864 1.3649 -0.9 -0.5 0.9 0.9482
C -2.4287 0.8586 5.0001 -0.5 -0.4 0.0 -0.1084
C -3.0067 0.4979 3.8505 -0.7 -0.2 0.7 -0.1084
C -3.3608 1.3357 2.6623 -0.2 0.3 -0.8 -0.2069
C -2.1338 1.6773 1.7821 -0.8 0.0 -0.3 -0.1908
C -1.2121 2.7618 2.2493 1.0 -0.3 0.5 -0.1157
C -1.0845 3.3193 3.4605 0.2 0.2 -0.7 -0.1109
C -2.1332 3.3963 4.5206 -0.1 -0.1 1.0 -0.2061
C -2.1218 2.2308 5.5321 0.3 -0.1 -0.1 -0.1845
C 2.1394 -0.1595 1.1043 0.9 1.6 0.5 -0.3373
H -2.2514 0.0594 5.7308 -0.1 0.2 -0.2 0.1021
H -3.4492 -0.5063 3.7823 0.9 0.1 0.1 0.1033
H -3.9311 2.2415 2.9098 0.2 -0.3 0.0 0.1003
H -4.0370 0.7357 2.0314 0.2 0.2 0.2 0.1026
H -1.5393 0.7407 1.7029 -0.1 0.5 -0.1 0.1033
H -2.4829 1.9096 0.7531 0.1 -0.1 0.4 0.1031
H -0.3977 2.9326 1.5401 0.1 -0.1 0.3 0.0797
H -0.1308 3.8107 3.7290 -0.6 -0.1 -0.5 0.1108
H -3.1430 3.5157 4.1018 0.5 0.0 0.2 0.1003
H -1.9084 4.2940 5.1218 -0.3 -0.1 -0.3 0.1082
H -1.1462 2.1612 6.0425 -0.2 0.3 -0.2 0.1062
H -2.8561 2.4653 6.3259 0.2 -0.2 -0.2 0.1159
H 3.1349 -0.3112 1.5870 -0.6 0.0 -0.3 0.0132
H 1.6695 0.7351 1.5568 0.6 0.0 -0.5 -0.0201
H 2.2738 0.0110 0.0194 0.1 -0.2 0.3 -0.0662
P -0.2457 -1.3422 -2.3842 -1.4 -1.5 -0.9 0.9908
P 1.0559 0.7128 -2.4105 0.9 2.0 -1.4 1.0230
C -1.3920 -0.0135 -2.7631 0.8 1.1 -0.2 -0.2491
C -0.6462 1.1168 -2.8895 -0.8 -1.4 0.4 -0.2486
C -0.4817 -2.5237 -3.7718 0.1 -0.2 -0.4 -0.3471
C -1.5889 -2.4753 -4.6382 0.3 -0.1 0.1 -0.0811
C -1.7645 -3.4689 -5.6027 0.2 0.0 0.0 -0.0748
C -0.8276 -4.4984 -5.7287 0.1 0.1 0.2 -0.0767
C 0.2872 -4.5429 -4.8827 -0.1 0.3 0.1 -0.0689
C 0.4614 -3.5571 -3.9066 -0.3 0.0 -0.2 -0.0907
C -0.8298 -2.2685 -1.0124 0.8 -0.7 0.8 -0.4198
C 0.2410 -2.8467 -0.1959 -0.8 -0.6 0.0 -0.3611
C -0.1905 -3.5110 1.0424 -0.7 -1.0 -1.0 -0.2804
C -1.5931 -3.6719 1.2700 0.4 0.5 -0.2 -0.0726
C -2.5483 -3.2340 0.3619 -0.1 -0.2 0.2 -0.0981
C -2.1623 -2.5253 -0.7864 0.0 0.4 -0.2 -0.1091
C 1.9107 0.8850 -4.0694 0.2 -0.2 -0.1 -0.3014
C 1.6973 -0.0885 -5.0617 0.0 0.0 0.3 -0.0898
C 2.3192 0.0018 -6.3041 0.0 0.1 0.0 -0.0763
C 3.1659 1.0726 -6.5879 0.0 0.2 0.2 -0.0789
C 3.3683 2.0680 -5.6251 -0.2 -0.2 0.0 -0.0727
C 2.7380 1.9803 -4.3793 0.1 -0.1 0.2 -0.0780
C 1.6023 2.2003 -1.5362 0.5 0.6 0.4 -0.3855
C 2.9183 2.2076 -1.0317 -0.3 0.1 0.2 -0.1312
C 3.3551 3.2467 -0.2140 -0.1 0.1 -0.2 -0.0602
C 2.5130 4.3394 0.0333 0.0 -0.1 -0.1 -0.0644
C 1.2403 4.3831 -0.5430 0.0 0.1 0.0 -0.0798
C 0.7721 3.3093 -1.3049 0.3 -0.2 0.1 -0.0837
H -2.4544 -0.1817 -2.9139 0.1 0.4 -0.1 0.0806
H -0.9450 2.1100 -3.2057 -0.2 -0.2 0.0 0.0833
H -2.3119 -1.6637 -4.5590 0.1 -0.3 -0.1 0.0938
H -2.6365 -3.4404 -6.2600 0.3 0.0 0.2 0.1089
H -0.9629 -5.2747 -6.4827 0.0 0.2 0.2 0.1068
H 1.0255 -5.3394 -4.9743 -0.2 0.2 0.0 0.1085
H 1.3279 -3.5763 -3.2434 -0.2 -0.1 -0.2 0.1066
H 1.1215 -3.2362 -0.7348 -0.2 0.4 0.3 0.0904
H 0.5208 -4.1774 1.5301 -0.4 0.1 0.0 0.0946
H -1.9315 -4.1295 2.1928 0.1 -0.2 -0.1 0.1022
H -3.6110 -3.4399 0.5111 0.4 0.1 0.1 0.1012
H -2.9228 -2.1951 -1.5092 0.3 0.0 0.4 0.1070
H 1.0405 -0.9345 -4.8558 0.2 0.2 -0.2 0.0702
H 2.1476 -0.7720 -7.0558 0.0 0.2 0.3 0.1106
H 3.6688 1.1388 -7.5549 -0.2 0.0 0.3 0.1078
H 4.0232 2.9190 -5.8399 -0.3 -0.3 0.1 0.1101
H 2.9029 2.7708 -3.6410 0.0 -0.3 -0.3 0.1010
H 3.5826 1.3692 -1.2495 -0.2 0.2 0.2 0.1146
H 4.3519 3.2009 0.2334 -0.4 0.1 -0.2 0.1145
H 2.8526 5.1601 0.6754 -0.2 -0.4 -0.3 0.1115
H 0.5958 5.2591 -0.3917 0.3 -0.5 0.0 0.1139
H -0.2345 3.3408 -1.7184 0.2 0.1 0.2 0.0889
F -0.2285 -3.5690 3.7651 0.4 -0.1 0.0 0.0271
C 0.3609 -2.4660 4.2919 -0.1 0.1 0.4 -0.2335
C 0.7669 -1.4006 3.4843 -0.3 0.4 0.3 -0.1173
C 1.0720 -0.2598 4.2443 -0.4 0.1 0.4 -0.2294
F 1.1691 0.9695 3.6634 0.4 -0.6 0.2 0.0271
C 1.1365 -0.2282 5.6476 -0.1 -0.1 -0.5 -0.1531
F 1.4830 0.9075 6.2951 -0.1 -0.3 -0.2 0.0820
C 0.8403 -1.3715 6.3803 0.4 -0.4 -0.4 -0.1524
F 1.0598 -1.4251 7.7018 -0.3 0.1 -0.1 0.1030
C 0.4218 -2.5053 5.6896 0.2 0.5 -0.4 -0.1509
F 0.1246 -3.6423 6.3450 0.0 0.3 0.0 0.0946